Record 1
{
  "formula": "C2H14N4O5",
  "method": "wB97M-V/def2-TZVPD",
  "total_charge": 0,
  "homo_energy_ev": -9.65,
  "multiplicity": 1,
  "lumo_ev": 0.0,
  "energy_ha": -679.88970,
  "gap_ev": 9.65,
  "symbols": ["N", "C", "N", "O", "H", "H", "H", "H", "N", "C", "N", "O", "H", "H", "H", "H", "O", "H", "H", "O", "H", "H", "O", "H", "H"],
  "coordinates": [[1.249, -0.279, -2.722], [0.832, 0.955, -2.392], [-0.446, 1.062, -2.029], [1.651, 1.890, -2.398], [0.593, -1.010, -3.060], [2.119, -0.145, -3.184], [-1.096, 0.248, -2.114], [-0.961, 1.826, -1.720], [1.063, -0.860, 2.214], [1.689, 0.337, 2.009], [1.785, 0.647, 0.656], [1.902, 1.233, 2.838], [1.050, -1.354, 3.052], [0.597, -1.421, 1.470], [1.987, -0.134, 0.085], [2.478, 1.381, 0.540], [-0.527, -1.700, -0.378], [-0.748, -2.513, 0.055], [-1.367, -1.207, -0.229], [-2.691, -0.430, -0.233], [-3.639, -0.659, -0.280], [-2.534, -0.191, 0.701], [-1.962, 0.616, 2.557], [-1.068, 0.251, 2.478], [-1.956, 1.455, 2.084]]
}

***

Record 2
{
  "formula": "C2H14N4O5",
  "method": "wB97M-V/def2-TZVPD",
  "total_charge": 0,
  "homo_energy_ev": -9.56,
  "multiplicity": 1,
  "lumo_ev": 0.1,
  "energy_ha": -679.90496,
  "gap_ev": 9.62,
  "symbols": ["N", "C", "N", "O", "H", "H", "H", "H", "N", "C", "N", "O", "H", "H", "H", "H", "O", "H", "H", "O", "H", "H", "O", "H", "H"],
  "coordinates": [[19.408, -30.349, -5.599], [18.203, -30.053, -6.169], [17.476, -31.118, -6.643], [17.871, -28.900, -6.413], [19.906, -31.171, -5.885], [19.851, -29.647, -5.020], [17.822, -32.027, -6.401], [16.893, -30.876, -7.422], [20.182, -27.506, -1.492], [19.758, -28.442, -2.393], [19.595, -29.680, -1.849], [19.618, -28.172, -3.587], [20.535, -26.633, -1.842], [20.152, -27.775, -0.527], [19.282, -30.467, -2.384], [20.011, -29.834, -0.928], [20.982, -27.882, -6.433], [20.567, -27.067, -6.134], [20.263, -28.528, -6.425], [20.929, -30.313, 0.459], [21.114, -30.382, 1.401], [21.557, -30.910, 0.037], [19.854, -25.339, -3.768], [18.954, -25.002, -3.732], [19.753, -26.305, -3.745]]
}

***

Record 3
{
  "formula": "C2H14NO3S2",
  "method": "wB97M-V/def2-TZVPD",
  "total_charge": 1,
  "homo_energy_ev": -12.16,
  "multiplicity": 1,
  "lumo_ev": -3.2,
  "energy_ha": -1161.17623,
  "gap_ev": 8.97,
  "symbols": ["N", "C", "C", "S", "S", "H", "H", "H", "H", "H", "H", "H", "H", "H", "H", "O", "H", "H", "O", "H", "H", "O"],
  "coordinates": [[0.269, -0.214, -1.151], [0.222, -1.400, -0.218], [-0.651, -1.115, 0.983], [-0.199, -2.352, 2.300], [-0.661, -1.932, 4.207], [0.415, 0.692, -0.662], [-0.626, -0.104, -1.689], [1.168, -0.385, -1.813], [1.235, -1.803, 0.233], [-0.107, -2.341, -0.670], [-0.476, -0.095, 1.348], [-1.685, -1.248, 0.595], [0.511, -1.598, 4.793], [-3.193, 0.913, -2.302], [-2.022, 1.877, -2.045], [-2.357, 0.944, -1.939], [2.294, 0.575, 0.513], [3.657, 0.375, 0.132], [2.768, 0.529, -0.304], [-0.497, 2.835, -0.041], [-0.106, 3.297, -1.467], [0.041, 2.549, -0.803]]
}

***

Record 4
{
  "formula": "C2H14NO4",
  "method": "wB97M-V/def2-TZVPD",
  "total_charge": 1,
  "homo_energy_ev": -13.99,
  "multiplicity": 1,
  "lumo_ev": -3.1,
  "energy_ha": -440.06753,
  "gap_ev": 10.93,
  "symbols": ["C", "O", "C", "N", "H", "H", "H", "H", "H", "H", "H", "H", "H", "H", "O", "H", "H", "O", "H", "H", "O"],
  "coordinates": [[0.953, -1.711, 0.545], [1.516, -2.674, -0.313], [0.882, -0.327, -0.108], [0.943, 0.828, 0.826], [1.539, -1.726, 1.466], [-0.061, -2.063, 0.760], [1.374, -2.551, -1.261], [1.763, -0.277, -0.751], [-0.017, -0.254, -0.708], [1.510, 1.611, 0.485], [1.345, 0.581, 1.744], [-0.011, 1.159, 0.995], [4.124, 1.517, -0.465], [3.262, 2.132, -1.501], [3.236, 1.899, -0.590], [-5.479, 0.651, -1.005], [-4.680, 1.536, -0.076], [-4.580, 0.835, -0.703], [-2.795, -0.857, 0.770], [-2.666, 0.012, -0.416], [-2.158, -0.321, 0.307]]
}

***

Look up the multiplicity of the second one. 1

***

Number 1 is which compound? C2H14N4O5

***

Please write out number 3 again, unchanged.
{
  "formula": "C2H14NO3S2",
  "method": "wB97M-V/def2-TZVPD",
  "total_charge": 1,
  "homo_energy_ev": -12.16,
  "multiplicity": 1,
  "lumo_ev": -3.2,
  "energy_ha": -1161.17623,
  "gap_ev": 8.97,
  "symbols": ["N", "C", "C", "S", "S", "H", "H", "H", "H", "H", "H", "H", "H", "H", "H", "O", "H", "H", "O", "H", "H", "O"],
  "coordinates": [[0.269, -0.214, -1.151], [0.222, -1.400, -0.218], [-0.651, -1.115, 0.983], [-0.199, -2.352, 2.300], [-0.661, -1.932, 4.207], [0.415, 0.692, -0.662], [-0.626, -0.104, -1.689], [1.168, -0.385, -1.813], [1.235, -1.803, 0.233], [-0.107, -2.341, -0.670], [-0.476, -0.095, 1.348], [-1.685, -1.248, 0.595], [0.511, -1.598, 4.793], [-3.193, 0.913, -2.302], [-2.022, 1.877, -2.045], [-2.357, 0.944, -1.939], [2.294, 0.575, 0.513], [3.657, 0.375, 0.132], [2.768, 0.529, -0.304], [-0.497, 2.835, -0.041], [-0.106, 3.297, -1.467], [0.041, 2.549, -0.803]]
}